Record 1
{
  "formula": "C31H43GeN7O5SW",
  "method": "wB97M-V/def2-TZVPD",
  "s_squared": 3.770,
  "spin_multiplicity": 4,
  "e_tot_ha": -4507.7746,
  "charge": 3,
  "e_homo_ha": [-0.60384, -0.61003],
  "orbital_gap_ha": [0.26401, 0.24779],
  "elements": ["W", "C", "C", "C", "C", "O", "Ge", "O", "C", "C", "C", "C", "O", "C", "C", "C", "C", "H", "H", "H", "H", "H", "H", "H", "H", "H", "H", "H", "H", "H", "H", "H", "H", "H", "H", "H", "H", "H", "H", "H", "H", "H", "H", "H", "O", "C", "O", "C", "C", "C", "N", "C", "C", "C", "C", "C", "C", "C", "N", "C", "C", "C", "C", "C", "N", "H", "H", "H", "H", "H", "H", "H", "H", "H", "H", "C", "C", "N", "N", "C", "S", "N", "N", "H", "H", "H", "H", "H", "H"],
  "xyz": [[0.318, -0.574, 0.396], [3.379, 2.599, 1.877], [1.869, 2.749, 1.886], [1.416, 3.374, 3.193], [1.388, 3.544, 0.690], [1.227, 1.379, 1.798], [1.289, 0.021, 2.947], [1.503, -1.889, 0.060], [2.572, -2.974, -0.201], [3.612, -2.848, 0.912], [3.083, -2.704, -1.600], [1.919, -4.335, -0.166], [-0.486, -0.389, 2.460], [-1.736, 0.348, 2.323], [-1.446, 1.818, 2.614], [-3.056, -1.545, 3.656], [-3.032, -1.011, 0.532], [3.832, 3.560, 2.122], [3.735, 1.885, 2.624], [3.749, 2.309, 0.899], [1.943, 4.319, 3.332], [0.351, 3.591, 3.205], [1.670, 2.754, 4.057], [1.920, 4.496, 0.659], [1.613, 3.020, -0.237], [0.321, 3.768, 0.738], [3.461, -1.970, 1.532], [3.567, -3.708, 1.578], [4.619, -2.799, 0.497], [3.578, -1.746, -1.720], [3.815, -3.478, -1.838], [2.280, -2.800, -2.336], [1.487, -4.566, 0.801], [1.185, -4.463, -0.961], [2.719, -5.055, -0.359], [-0.855, 1.839, 3.529], [-0.888, 2.317, 1.832], [-2.354, 2.374, 2.819], [-2.108, -2.056, 3.816], [-3.617, -1.595, 4.589], [-3.626, -2.096, 2.914], [-2.966, -1.148, -0.546], [-2.803, -1.933, 1.034], [-4.035, -0.685, 0.771], [-0.784, 4.683, -5.228], [-1.890, 5.015, -5.063], [-3.001, 5.289, -4.887], [-1.537, 2.762, -2.935], [-0.240, 2.337, -3.074], [0.215, 1.534, -2.047], [-0.559, 1.156, -1.001], [-1.810, 1.652, -0.907], [-2.356, 2.487, -1.898], [-2.575, 1.239, 0.253], [-3.687, 1.820, 0.724], [-4.473, 1.406, 1.888], [-4.137, 0.610, 2.917], [-2.840, -0.071, 3.299], [-2.032, 0.059, 0.886], [1.634, 1.151, -1.932], [2.612, 1.591, -2.806], [3.944, 1.392, -2.471], [4.249, 0.776, -1.275], [3.213, 0.311, -0.486], [1.930, 0.467, -0.819], [0.370, 2.651, -3.909], [-3.373, 2.847, -1.831], [-4.070, 2.690, 0.204], [-5.472, 1.824, 1.911], [-4.921, 0.445, 3.651], [-2.556, 0.421, 4.239], [2.363, 2.121, -3.713], [4.725, 1.750, -3.131], [5.270, 0.636, -0.947], [3.418, -0.207, 0.434], [-1.553, -3.443, -3.954], [-1.551, -3.786, -2.513], [-1.959, -4.890, -1.987], [-1.749, -4.744, -0.645], [-1.217, -3.576, -0.302], [-0.810, -3.040, 1.241], [-1.090, -2.940, -1.505], [-0.527, -1.674, -1.678], [-2.037, -4.248, -4.501], [-0.535, -3.332, -4.335], [-2.105, -2.521, -4.145], [-2.002, -5.491, -0.014], [-1.197, -1.081, -2.161], [0.294, -1.774, -2.273]],
  "atomic_forces_ev_per_a": [[-1.1, -1.3, -1.4], [0.1, 0.0, 0.0], [0.0, -0.3, 0.1], [0.0, 0.2, 0.1], [0.1, 0.1, 0.0], [0.1, 0.7, -0.3], [0.7, -0.1, 1.3], [0.8, -0.3, 0.0], [-0.4, 0.4, 0.2], [0.1, -0.1, -0.1], [0.1, -0.1, -0.1], [0.1, -0.1, -0.1], [-0.3, 0.0, 0.0], [0.1, -0.1, 0.2], [0.0, 0.0, 0.0], [0.0, -0.1, 0.0], [0.1, 0.2, 0.1], [0.0, 0.0, 0.0], [-0.1, 0.0, 0.0], [0.0, 0.0, 0.0], [0.0, 0.0, 0.0], [0.0, 0.0, 0.0], [0.0, -0.1, 0.0], [0.0, 0.0, 0.0], [0.0, 0.0, 0.0], [0.0, -0.1, 0.0], [-0.1, 0.1, 0.0], [0.0, 0.0, 0.0], [0.0, 0.0, 0.0], [0.0, 0.0, 0.0], [0.0, 0.0, 0.0], [0.0, 0.0, 0.0], [0.0, 0.0, 0.1], [-0.1, 0.0, 0.0], [0.0, 0.0, 0.0], [0.0, 0.0, 0.0], [0.0, 0.0, 0.0], [0.0, 0.0, 0.0], [0.0, 0.0, 0.0], [0.0, 0.0, 0.0], [0.0, 0.0, 0.0], [0.0, 0.0, -0.1], [-0.1, 0.0, 0.0], [-0.1, 0.0, 0.0], [-0.3, 0.2, 0.1], [-0.1, -0.2, -0.2], [0.4, 0.0, 0.0], [0.1, 0.1, -0.2], [-0.2, 0.1, 0.0], [0.2, 0.0, -0.1], [0.0, 0.2, 0.3], [-0.1, 0.1, -0.2], [0.0, -0.1, 0.2], [0.0, 0.0, 0.0], [-0.1, 0.0, 0.1], [0.1, 0.0, -0.1], [-0.1, -0.1, 0.1], [-0.1, 0.2, 0.0], [0.0, 0.1, -0.1], [-0.2, 0.1, -0.1], [0.2, 0.0, 0.1], [0.0, 0.2, -0.3], [0.0, -0.1, 0.3], [0.1, 0.1, -0.2], [-0.1, -0.1, 0.4], [0.0, 0.0, 0.0], [0.0, 0.0, 0.0], [0.0, 0.0, 0.0], [0.0, 0.0, 0.0], [0.0, 0.0, 0.0], [0.0, 0.0, 0.0], [0.0, 0.0, 0.0], [0.0, 0.0, 0.0], [0.0, 0.0, 0.0], [0.0, -0.1, 0.1], [0.0, 0.0, 0.0], [0.0, -0.1, -0.1], [0.0, 0.0, 0.1], [0.0, 0.0, 0.0], [0.0, -0.1, -0.1], [0.3, 0.6, -0.1], [0.0, -0.1, 0.0], [-0.1, 0.1, 0.0], [0.0, 0.0, 0.0], [0.0, 0.0, 0.0], [0.0, 0.0, 0.0], [0.0, 0.0, 0.0], [-0.1, 0.0, -0.1], [0.1, 0.1, 0.0]]
}

Record 2
{
  "formula": "C31H44BClN9S3Ti",
  "method": "wB97M-V/def2-TZVPD",
  "spin_multiplicity": 1,
  "e_tot_ha": -4228.9597,
  "charge": 3,
  "e_homo_ha": -0.59095,
  "orbital_gap_ha": 0.24169,
  "elements": ["Ti", "C", "C", "C", "C", "N", "C", "C", "N", "B", "N", "C", "C", "N", "C", "S", "C", "C", "C", "C", "N", "C", "C", "N", "C", "S", "C", "C", "C", "C", "C", "S", "H", "H", "H", "H", "H", "H", "H", "H", "H", "H", "H", "H", "H", "H", "H", "H", "H", "H", "H", "H", "H", "H", "H", "H", "H", "H", "H", "H", "H", "H", "H", "H", "H", "H", "N", "C", "C", "C", "C", "C", "N", "H", "H", "H", "H", "H", "H", "Cl", "C", "C", "C", "C", "N", "C", "H", "H", "H", "H"],
  "xyz": [[-0.633, 0.181, -1.289], [-3.042, 4.122, 2.109], [-1.571, 4.520, 2.125], [-1.296, 5.400, 3.338], [-1.136, 5.264, 0.866], [-0.732, 3.246, 2.265], [0.105, 2.985, 3.335], [0.684, 1.787, 3.123], [0.190, 1.298, 1.927], [0.490, -0.079, 1.342], [-0.236, -1.234, 2.015], [-0.009, -1.798, 3.262], [-0.940, -2.751, 3.447], [-1.749, -2.780, 2.321], [-1.306, -1.844, 1.467], [-2.022, -1.475, -0.089], [-2.916, -3.759, 2.135], [-2.604, -4.656, 0.944], [-4.206, -2.962, 1.964], [-3.024, -4.608, 3.396], [1.967, -0.307, 1.015], [2.976, -0.968, 1.693], [4.109, -0.803, 0.981], [3.795, -0.066, -0.153], [2.490, 0.224, -0.106], [1.568, 1.230, -1.206], [4.803, 0.348, -1.226], [6.161, -0.225, -0.844], [4.878, 1.868, -1.263], [4.356, -0.254, -2.558], [-0.669, 2.200, 1.424], [-1.537, 2.046, -0.083], [-3.646, 5.029, 2.084], [-3.303, 3.527, 1.235], [-3.304, 3.566, 3.010], [-1.880, 6.310, 3.211], [-1.616, 4.937, 4.272], [-0.248, 5.693, 3.412], [-1.641, 6.230, 0.855], [-0.061, 5.450, 0.874], [-1.399, 4.745, -0.052], [0.235, 3.677, 4.146], [1.414, 1.262, 3.715], [0.001, -0.101, 0.261], [0.764, -1.460, 3.931], [-1.101, -3.399, 4.288], [-2.552, -4.106, 0.006], [-1.667, -5.194, 1.101], [-3.400, -5.395, 0.851], [-4.242, -2.401, 1.033], [-5.038, -3.665, 1.955], [-4.356, -2.276, 2.800], [-2.138, -5.221, 3.566], [-3.237, -4.013, 4.284], [-3.863, -5.287, 3.252], [2.816, -1.505, 2.611], [5.101, -1.164, 1.178], [6.527, 0.163, 0.107], [6.158, -1.316, -0.821], [6.871, 0.085, -1.610], [5.225, 2.262, -0.307], [5.596, 2.161, -2.030], [3.924, 2.330, -1.513], [4.110, -1.312, -2.442], [3.504, 0.267, -2.993], [5.183, -0.183, -3.264], [-3.861, 0.319, -2.135], [-3.035, 0.681, -3.118], [-3.520, 0.905, -4.426], [-2.681, 1.371, -5.386], [-1.319, 1.634, -5.086], [-0.878, 1.355, -3.846], [-1.703, 0.825, -2.852], [-4.842, 0.207, -2.338], [-3.605, 0.366, -1.159], [-4.570, 0.738, -4.627], [-3.062, 1.571, -6.379], [-0.648, 2.056, -5.819], [0.148, 1.559, -3.561], [2.309, -2.223, -5.483], [1.764, -2.426, -3.873], [2.122, -3.531, -3.118], [1.649, -3.613, -1.819], [0.833, -2.615, -1.325], [0.490, -1.539, -2.056], [0.965, -1.455, -3.313], [2.753, -4.303, -3.542], [1.895, -4.459, -1.193], [0.422, -2.679, -0.329], [0.693, -0.592, -3.903]],
  "atomic_forces_ev_per_a": [[0.2, 0.2, 0.4], [0.0, 0.0, 0.0], [0.2, -0.2, 0.0], [0.0, 0.0, 0.0], [0.0, 0.0, 0.0], [-0.1, 0.1, 0.1], [0.0, 0.1, -0.1], [0.0, 0.0, -0.1], [0.2, -0.2, 0.1], [0.1, 0.0, 0.2], [0.2, 0.1, 0.1], [-0.1, 0.1, -0.1], [-0.1, 0.0, -0.1], [-0.1, -0.2, 0.1], [-0.1, -0.1, 0.0], [0.3, 0.3, -0.3], [0.2, 0.2, 0.1], [0.0, 0.0, 0.0], [0.0, 0.0, 0.0], [0.0, 0.0, 0.0], [-0.1, -0.1, 0.2], [-0.1, 0.1, 0.0], [0.0, 0.0, -0.2], [0.2, 0.1, 0.0], [0.1, 0.1, -0.1], [-0.3, -0.2, 0.1], [-0.2, -0.2, 0.2], [0.0, 0.0, 0.0], [0.0, 0.0, 0.0], [0.0, 0.0, 0.0], [-0.1, 0.1, 0.0], [0.2, -0.2, -0.2], [0.0, 0.0, 0.0], [0.0, 0.0, 0.0], [0.0, 0.0, 0.0], [0.0, 0.0, 0.0], [0.0, 0.0, 0.0], [0.0, 0.0, 0.0], [0.0, 0.0, 0.0], [0.0, 0.0, 0.0], [0.0, 0.0, 0.0], [0.0, 0.0, 0.0], [0.0, 0.0, 0.0], [-0.2, -0.1, 0.2], [0.0, 0.0, 0.0], [0.0, 0.0, 0.0], [0.0, 0.0, 0.0], [0.0, 0.0, 0.0], [0.0, 0.0, 0.0], [0.0, 0.0, 0.0], [0.0, 0.0, 0.0], [0.0, 0.0, 0.0], [0.0, 0.0, 0.0], [0.0, 0.0, 0.0], [0.0, 0.0, 0.0], [0.0, 0.0, 0.0], [0.0, 0.0, 0.0], [0.0, 0.0, 0.0], [0.0, 0.0, 0.0], [0.0, 0.0, 0.0], [0.0, 0.0, 0.0], [0.0, 0.0, 0.0], [0.0, 0.0, 0.0], [0.0, 0.0, 0.0], [0.0, 0.0, 0.1], [0.0, 0.0, 0.0], [-0.2, -0.1, 0.1], [0.3, 0.1, -0.1], [-0.1, 0.0, 0.1], [0.1, 0.1, -0.1], [-0.1, 0.0, -0.2], [-0.3, -0.1, 0.5], [-0.3, 0.2, -0.5], [0.0, 0.0, 0.0], [0.1, 0.0, 0.0], [0.0, 0.0, 0.0], [0.0, 0.0, 0.0], [0.0, 0.0, 0.0], [0.0, 0.0, 0.1], [0.0, 0.0, 0.0], [0.1, -0.1, -0.2], [0.0, -0.1, 0.1], [0.0, -0.1, 0.0], [0.0, 0.1, -0.1], [0.2, -0.2, -0.1], [-0.2, 0.1, 0.2], [0.0, 0.0, 0.0], [0.0, 0.0, 0.0], [0.0, 0.0, 0.0], [0.0, 0.0, 0.0]]
}